66
Properties=species:S:1:pos:R:3:forces:R:3 method="wB97M-V/def2-TZVPD" spin_multiplicity=1 homo_energy_ev=-5.387 e_lumo_ha=-0.1625 total_energy_ha=-11691.65912 largest_force_ev_per_a=3.15
O 3.0061 2.9505 -0.2448 -0.328 -0.049 -0.047
C 1.9367 3.3367 -0.6944 0.265 0.059 -1.029
O 0.9908 3.8983 0.0285 -0.235 -1.862 -1.529
C -0.1261 4.1912 -0.8161 0.645 -0.270 -1.400
O -1.1125 4.7067 -0.4848 -0.242 0.356 0.633
C 0.2785 3.7425 -2.2191 -0.630 -1.021 0.207
P -0.8248 3.8798 -3.7143 -0.008 1.376 -0.593
O -0.5561 2.4032 -4.4614 0.116 0.231 0.670
O -2.3637 3.8001 -3.2500 2.413 -0.289 -2.008
C 1.5287 3.2583 -2.1596 -0.530 0.332 0.308
C 2.4187 2.7260 -3.2533 0.424 0.212 0.573
C 2.3339 3.5427 -4.5579 0.623 0.218 0.009
C 3.7010 4.1328 -4.9578 -1.092 0.494 0.099
O 4.3566 4.8033 -3.8905 0.709 0.266 -0.886
H -0.0343 2.5612 -5.2530 -0.269 -0.029 -0.111
H -2.6273 2.8624 -3.2890 -0.773 0.231 0.943
H 2.2548 1.6531 -3.3996 -0.076 0.199 -0.131
H 3.4432 2.8131 -2.8621 -0.175 -0.195 -0.098
H 1.6807 4.4117 -4.4084 -0.206 -0.368 -0.204
H 2.0055 2.9363 -5.4098 -0.172 0.216 0.146
H 4.3413 3.3983 -5.4549 0.283 0.152 0.470
H 3.4351 4.9290 -5.7111 -0.688 -1.040 -0.100
H 3.8993 5.6352 -3.7087 -0.273 -0.351 0.575
C 2.5452 0.7022 2.4946 0.058 0.360 -0.447
O 3.4740 0.8264 1.4245 -0.037 -0.448 0.246
H 2.9330 -0.0269 3.2036 0.117 -0.053 -0.068
H 2.4230 1.6642 2.9991 -0.143 -0.072 0.118
H 1.5800 0.3580 2.1165 -0.079 -0.001 0.183
H 3.1008 1.4810 0.8180 0.017 0.301 0.306
Cl -3.7293 3.2794 -1.2645 -0.980 -0.834 1.160
C 1.0462 -2.1635 4.7434 -0.412 -0.120 -0.269
Br 0.4382 -3.5577 5.9168 0.195 0.036 0.049
Br -0.3795 -1.3792 3.7377 0.116 -0.007 0.203
Br 2.0597 -0.8141 5.7284 -0.051 -0.011 0.146
H 1.7240 -2.6189 4.0321 -0.015 0.091 -0.040
Be 4.4674 1.2875 -1.0046 0.325 -0.072 -0.239
C -0.5055 -0.9508 -2.1173 -0.063 -0.323 0.084
C -0.8870 -0.5432 -3.5248 0.093 0.217 0.434
O -1.0705 -1.6881 -4.3769 0.061 0.047 -0.155
C -2.2074 -2.3602 -4.2011 0.125 -0.029 0.062
O -3.0794 -2.0955 -3.4195 -0.040 -0.006 -0.020
O -2.2042 -3.4022 -5.0418 -0.016 0.004 -0.053
C -3.3306 -4.2678 -4.8909 -0.141 -0.197 -0.088
H 0.3725 -1.6010 -2.1328 0.081 0.121 -0.042
H -0.2880 -0.0706 -1.5108 -0.017 0.032 -0.046
H -1.3098 -1.5069 -1.6369 -0.077 0.127 -0.008
H -0.0794 0.0359 -3.9645 -0.029 -0.169 -0.237
H -1.7766 0.0847 -3.5330 -0.097 -0.156 -0.003
H -4.2645 -3.7147 -4.9647 0.030 0.047 0.128
H -3.2738 -4.7927 -3.9381 -0.095 0.095 0.048
H -3.2857 -4.9948 -5.6978 0.174 0.082 -0.044
Cl 1.0572 5.3498 1.8498 0.338 1.621 2.009
Li 4.4581 6.0097 -6.1891 0.768 0.358 0.096
Cl -5.0791 -2.7523 7.9674 -0.007 0.004 -0.023
C -3.5351 -3.5823 7.6428 0.022 -0.011 0.146
C -3.3532 -3.9031 6.1829 0.080 0.041 -0.035
Cl -4.4843 -5.1541 5.6120 -0.018 0.016 -0.008
H -3.5000 -4.4808 8.2517 -0.071 -0.002 -0.037
H -2.7413 -2.9129 7.9744 -0.004 0.023 -0.067
H -2.3484 -4.2918 6.0285 -0.062 -0.060 0.018
H -3.4880 -3.0210 5.5595 -0.061 -0.021 0.014
C -2.4209 -7.1889 9.4773 -0.123 0.335 -0.052
O -2.0096 -8.3454 9.5629 -0.001 0.019 0.009
O -3.3017 -6.6850 10.2255 0.056 -0.187 0.039
O -2.0152 -6.3433 8.6300 0.159 -0.123 -0.054
Na 4.3026 -2.4415 5.4020 0.043 0.061 0.039



46
Properties=species:S:1:pos:R:3:forces:R:3 method="wB97M-V/def2-TZVPD" spin_multiplicity=1 homo_energy_ev=-8.352 e_above_lowest_ev=3.503 e_lumo_ha=-0.0432 total_energy_ha=-2112.49531 largest_force_ev_per_a=1.24 smiles="O=[N+]([O-])c1ccc(S(=O)(=O)N2CCN(c3ccnc4cc(Cl)ccc34)CC2)cc1"
O 5.0728 -3.2418 4.9568 0.047 0.009 0.388
N 5.1102 -3.3132 3.7501 0.269 -0.002 0.139
O 6.1137 -3.4571 3.0907 0.349 -0.054 -0.154
C 3.8506 -3.2131 3.0361 -1.035 0.074 -0.682
C 2.6753 -3.0414 3.7596 0.187 -0.028 0.024
C 1.4782 -2.9424 3.0747 0.065 -0.043 0.042
C 1.4812 -3.0175 1.6934 -0.353 0.050 -0.337
S -0.0886 -2.8555 0.8391 0.377 0.334 0.287
O -1.0800 -3.6043 1.5471 -0.102 0.047 0.269
O 0.1158 -3.1231 -0.5563 0.205 0.057 0.025
N -0.3790 -1.2187 1.1157 0.151 -1.024 0.027
C -1.7865 -0.8645 1.1889 -0.616 -0.044 -0.052
C -2.2889 -0.4099 -0.1755 -0.171 -0.096 0.122
N -1.6271 0.8330 -0.5348 -0.198 0.003 0.082
C -1.9743 1.4550 -1.7143 -0.258 -0.061 -0.333
C -2.7354 0.8183 -2.6841 0.212 -0.020 0.444
C -2.9771 1.4553 -3.9030 0.071 0.193 -0.098
N -2.5371 2.6425 -4.2191 -0.296 -0.037 -0.593
C -1.8830 3.3376 -3.2697 0.230 -0.155 0.629
C -1.4903 4.6534 -3.5918 0.159 0.257 0.201
C -0.9134 5.4471 -2.6410 -0.203 -0.289 -0.281
Cl -0.4339 7.0620 -3.0260 0.045 0.171 -0.042
C -0.7352 4.9845 -1.3299 0.030 -0.182 0.219
C -1.0750 3.6979 -1.0110 0.052 0.224 0.083
C -1.6094 2.8163 -1.9716 -0.081 0.090 -0.490
C -0.2989 0.9839 0.0300 0.356 -0.098 0.287
C 0.3812 -0.3740 0.2056 0.559 0.377 -0.432
C 2.6482 -3.1926 0.9728 -0.150 -0.011 -0.065
C 3.8518 -3.2931 1.6488 0.214 -0.011 0.312
H 2.7208 -2.9910 4.8370 -0.026 0.001 0.000
H 0.5386 -2.8195 3.5879 -0.061 0.032 0.181
H -1.9174 -0.0748 1.9345 -0.021 -0.095 -0.043
H -2.3216 -1.7542 1.5205 -0.159 0.220 0.022
H -2.0792 -1.2165 -0.8940 -0.102 0.065 -0.024
H -3.3680 -0.2349 -0.1467 0.050 -0.099 -0.034
H -3.1030 -0.1839 -2.5461 0.001 -0.124 0.040
H -3.5342 0.9394 -4.6746 -0.066 -0.119 -0.023
H -1.6850 5.0072 -4.5908 -0.002 0.053 -0.100
H -0.3412 5.6520 -0.5800 0.025 0.058 0.067
H -0.9800 3.3781 0.0136 0.065 -0.029 0.097
H 0.3129 1.5957 -0.6353 -0.025 -0.088 0.154
H -0.3488 1.4726 1.0113 0.110 0.083 -0.114
H 1.3826 -0.2338 0.6243 -0.008 0.096 -0.144
H 0.4779 -0.8707 -0.7678 0.033 0.221 0.040
H 2.5932 -3.2574 -0.1022 0.082 -0.011 -0.123
H 4.7865 -3.4333 1.1270 -0.012 0.002 -0.016